A cluster of 2 separate species, C5H13N3O2 in total, computed with ωB97M-V/def2-TZVPD.

Last column: natural (NBO) charge in e.
CARTESIAN COORDINATES (ANGSTROEM)
C1 3.164 0.150 0.528  0.16
C2 -2.026 1.328 0.342  -0.61
C3 -3.233 0.411 0.149  -0.39
C4 -2.899 -1.067 0.260  -0.52
C5 -1.881 -1.538 -0.758  0.45
H1 1.932 1.622 -1.816  0.36
H2 1.226 1.305 -0.330  0.33
H3 2.512 0.415 1.373  0.15
H4 3.623 -1.705 1.174  0.36
H5 5.629 -0.743 -0.301  0.47
H6 -1.527 1.083 1.287  0.21
H7 -2.364 2.377 0.348  0.22
H8 -1.303 1.262 -0.468  0.20
H9 -3.961 0.683 0.917  0.21
H10 -3.702 0.638 -0.826  0.20
H11 -3.814 -1.657 0.149  0.23
H12 -2.479 -1.290 1.248  0.22
H13 -2.166 -1.339 -1.819  0.10
N1 2.082 1.609 -0.825  -0.66
N2 3.131 0.708 -0.603  -0.28
N3 4.098 -0.865 0.844  -0.34
O1 4.804 -1.261 -0.349  -0.56
O2 -0.846 -2.125 -0.522  -0.52

Its orbital gap is 9.09 eV. The net charge is 0. The value obtained for the LUMO energy is 0.821 eV. The highest occupied orbital energy is -8.27 eV.

An isolated molecule of C4H5NO2, computed with ωB97M-V/def2-TZVPD.

Last column: natural (NBO) charge in e.
CARTESIAN COORDINATES (ANGSTROEM)
C1 1.425 0.501 -0.134  -0.17
C2 0.575 0.177 -1.115  -0.19
C3 0.683 -0.186 0.951  -0.42
C4 -0.376 -0.585 -0.199  -0.16
N1 -1.641 0.106 -0.079  0.51
O1 -2.152 0.495 -1.100  -0.34
O2 -2.187 0.261 1.046  -0.39
H1 2.378 1.062 -0.127  0.22
H2 0.559 0.391 -2.214  0.23
H3 0.924 -1.042 1.570  0.23
H4 0.118 0.531 1.676  0.23
H5 -0.307 -1.711 -0.275  0.25

Its orbital gap is 10.13 eV. The net charge is 0. The value obtained for the LUMO energy is -0.009 eV. The highest occupied orbital energy is -10.14 eV.

The ion C16H8N7O6 with charge -1, computed with ωB97M-V/def2-TZVPD.

Last column: natural (NBO) charge in e.
CARTESIAN COORDINATES (ANGSTROEM)
C1 -2.706 -1.669 2.565  -0.59
C2 -2.142 -0.174 2.903  -0.18
C3 -2.855 0.834 2.082  0.31
N1 -3.397 1.649 1.448  -0.32
C4 -0.685 -0.220 2.475  0.01
C5 0.085 -1.367 2.263  -0.14
C6 1.383 -1.257 1.781  -0.18
C7 1.989 0.009 1.744  -0.19
C8 3.373 0.072 1.321  0.31
N2 4.477 0.071 0.929  -0.34
C9 1.253 1.175 2.069  -0.16
C10 -0.050 1.026 2.556  -0.20
H1 -2.355 -2.373 3.351  0.22
H2 -3.786 -1.702 2.372  0.25
H3 -2.223 -1.963 1.610  0.21
H4 -0.306 -2.358 2.461  0.22
H5 1.980 -2.156 1.568  0.23
H6 1.730 2.175 2.008  0.23
H7 -0.593 1.909 2.905  0.24
O1 -1.230 3.923 8.357  -0.40
N3 -1.901 3.474 7.440  0.42
C11 -1.729 2.683 6.316  -0.06
C12 -2.991 2.529 5.693  0.14
N4 -3.945 3.310 6.337  -0.16
O2 -3.263 3.877 7.379  -0.18
C13 -3.157 1.564 4.638  -0.12
N5 -4.493 1.275 4.153  0.49
O3 -5.321 2.182 3.969  -0.41
O4 -4.790 0.066 3.980  -0.51
C14 -2.191 0.417 4.257  -0.31
C15 -0.974 0.604 5.179  0.13
N6 -0.096 -0.389 5.564  0.37
O5 0.141 -1.530 5.192  -0.43
O6 0.666 0.138 6.682  -0.19
N7 0.285 1.430 6.990  -0.08
C16 -0.778 1.628 6.130  0.09
H8 -2.644 -0.532 4.547  0.27

Its orbital gap is 6.59 eV. The net charge is -1. The value obtained for the LUMO energy is 1.883 eV. The highest occupied orbital energy is -4.71 eV.

An isolated molecule of C7H11N, computed with ωB97M-V/def2-TZVPD.

Last column: natural (NBO) charge in e.
CARTESIAN COORDINATES (ANGSTROEM)
C1 -0.218 1.504 -1.209  -0.39
C2 1.281 1.211 -0.810  -0.40
C3 1.366 0.369 0.570  -0.20
C4 0.531 -1.010 0.925  -0.06
C5 -1.616 -0.904 -0.234  -0.22
C6 -0.696 0.317 -0.415  -0.25
C7 -0.046 0.397 1.030  -0.30
H1 -0.452 2.431 -0.671  0.20
H2 -0.434 1.492 -2.280  0.23
H3 1.772 0.635 -1.583  0.20
H4 1.891 2.067 -0.606  0.21
H5 2.191 0.569 1.304  0.22
H6 0.800 -1.466 1.869  0.20
H7 -0.916 -2.407 0.962  0.36
H8 -2.099 -1.336 -1.161  0.20
H9 -2.468 -0.946 0.412  0.18
H10 -0.031 -0.313 -0.974  0.21
H11 -0.460 1.003 1.925  0.22
N1 -0.487 -1.861 0.238  -0.63

Its orbital gap is 9.39 eV. The net charge is 0. The value obtained for the LUMO energy is 1.113 eV. The highest occupied orbital energy is -8.28 eV.

A structure of composition C23H21FN4O7Sr, computed with ωB97M-V/def2-TZVPD.

Last column: natural (NBO) charge in e.
CARTESIAN COORDINATES (ANGSTROEM)
Sr1 -0.997 -1.759 4.444  1.88
O1 -5.374 -2.950 4.847  -0.67
C1 -4.285 -2.461 4.580  0.75
O2 -3.199 -2.522 5.248  -0.88
C2 -4.182 -1.658 3.267  0.11
C3 -5.225 -1.600 2.354  -0.22
C4 -5.033 -0.883 1.184  -0.18
C5 -3.822 -0.243 0.953  -0.24
C6 -2.834 -0.339 1.920  0.09
N1 -3.030 -1.033 3.039  -0.52
C7 -1.444 0.305 1.761  0.76
O3 -1.204 0.852 0.669  -0.78
O4 -0.680 0.176 2.757  -0.83
H1 -6.144 -2.119 2.586  0.25
H2 -5.827 -0.825 0.448  0.21
H3 -3.621 0.320 0.053  0.22
C8 5.089 -0.446 -0.380  -0.62
C9 4.169 0.141 0.677  -0.20
N2 2.985 -0.676 0.922  -0.37
C10 2.872 -1.347 2.103  0.14
C11 1.821 -2.114 2.457  -0.30
C12 1.550 -2.445 3.907  0.71
O5 0.895 -3.487 4.140  -0.76
O6 1.719 -1.501 4.719  -0.77
C13 0.695 -2.236 1.558  0.52
O7 -0.402 -2.701 1.857  -0.65
C14 0.849 -1.556 0.264  -0.06
C15 -0.237 -1.600 -0.605  -0.22
C16 -0.283 -0.723 -1.640  0.42
F1 -1.352 -0.706 -2.476  -0.34
C17 0.699 0.248 -1.809  0.06
C18 1.837 0.212 -1.035  -0.20
C19 1.931 -0.705 0.022  0.16
N3 0.446 1.376 -2.650  -0.49
C20 0.666 1.271 -4.079  -0.24
C21 1.078 2.675 -4.566  -0.22
N4 0.668 3.658 -3.499  -0.50
C22 -0.758 3.427 -3.080  -0.23
C23 -0.802 2.072 -2.350  -0.26
H4 5.955 0.201 -0.526  0.21
H5 4.580 -0.561 -1.338  0.21
H6 5.444 -1.430 -0.073  0.22
H7 3.855 1.153 0.413  0.19
H8 4.688 0.225 1.630  0.22
H9 3.663 -1.152 2.815  0.22
H10 -1.068 -2.253 -0.373  0.27
H11 2.575 0.989 -1.174  0.20
H12 -0.230 0.928 -4.613  0.20
H13 1.466 0.563 -4.281  0.24
H14 0.582 2.977 -5.486  0.22
H15 2.155 2.776 -4.685  0.22
H16 0.828 4.618 -3.796  0.43
H17 1.247 3.448 -2.680  0.45
H18 -1.345 3.439 -3.997  0.21
H19 -1.068 4.256 -2.449  0.24
H20 -1.688 1.525 -2.683  0.22
H21 -0.872 2.199 -1.269  0.28

Its orbital gap is 6.47 eV. The net charge is 0. The value obtained for the LUMO energy is -1.396 eV. The highest occupied orbital energy is -7.86 eV.

The ion C19H24N3O3S with charge +1, computed with ωB97M-V/def2-TZVPD.

Last column: natural (NBO) charge in e.
CARTESIAN COORDINATES (ANGSTROEM)
C1 2.979 3.247 3.873  -0.60
H1 2.639 3.508 4.871  0.22
H2 4.062 3.349 3.844  0.20
H3 2.547 3.957 3.171  0.21
C2 2.566 1.817 3.530  -0.23
C3 3.137 0.849 4.563  -0.61
H4 2.835 1.154 5.561  0.22
H5 4.225 0.845 4.524  0.20
H6 2.777 -0.164 4.405  0.20
C4 3.047 1.480 2.113  -0.37
H7 4.136 1.387 2.121  0.21
H8 2.787 2.306 1.447  0.20
C5 2.458 0.175 1.547  -0.34
C6 0.978 0.362 1.281  0.80
O1 0.086 0.455 2.064  -0.54
O2 0.749 0.425 -0.054  -0.51
C7 1.924 0.202 -0.827  0.24
C8 2.267 1.475 -1.607  -0.62
H9 2.504 2.276 -0.913  0.23
H10 1.414 1.784 -2.207  0.23
H11 3.120 1.301 -2.256  0.22
C9 1.577 -0.895 -1.806  0.18
C10 2.388 -1.682 -2.541  -0.42
S1 1.476 -2.765 -3.551  0.48
C11 0.008 -2.093 -2.927  0.29
N1 0.248 -1.143 -2.036  -0.53
N2 -1.204 -2.506 -3.312  -0.40
H12 -1.263 -3.151 -4.090  0.43
N3 -2.434 -2.189 -2.724  -0.44
C12 -2.828 -1.000 -2.164  0.69
O3 -2.063 -0.060 -2.019  -0.62
H13 -0.532 -0.502 -1.732  0.49
C13 -4.229 -0.976 -1.716  -0.20
C14 -5.242 -1.730 -2.313  -0.14
C15 -6.537 -1.634 -1.842  -0.22
C16 -6.835 -0.797 -0.776  -0.16
C17 -5.836 -0.038 -0.188  -0.20
C18 -4.540 -0.118 -0.659  -0.15
H14 -3.751 0.468 -0.215  0.24
H15 -6.067 0.621 0.634  0.23
H16 -7.849 -0.732 -0.413  0.23
H17 -7.321 -2.209 -2.311  0.23
H18 -5.041 -2.356 -3.172  0.20
H19 -3.086 -2.962 -2.708  0.42
H20 3.458 -1.704 -2.567  0.27
C19 3.027 -0.207 0.178  -0.42
H21 3.212 -1.280 0.121  0.23
H22 3.957 0.315 -0.038  0.23
H23 2.595 -0.619 2.282  0.25
H24 1.474 1.753 3.555  0.22

Its orbital gap is 9.31 eV. The net charge is +1. The value obtained for the LUMO energy is -2.929 eV. The highest occupied orbital energy is -12.24 eV.

A cluster of 9 separate species, C9H27N9O18 in total, computed with ωB97M-V/def2-TZVPD.

Last column: Mulliken spin population.
CARTESIAN COORDINATES (ANGSTROEM)
C1 15.137 18.862 14.031  0.00
N1 16.190 18.208 14.786  0.00
O1 16.441 17.027 14.554  0.00
O2 16.822 18.952 15.484  0.00
H1 15.138 18.487 13.008  0.00
H2 15.408 19.915 13.961  0.00
H3 14.153 18.663 14.456  0.00
C2 15.225 14.418 18.448  0.00
N2 15.049 15.590 17.632  0.00
O3 15.474 16.618 18.012  0.00
O4 14.524 15.472 16.492  0.00
H4 15.898 14.540 19.297  0.00
H5 15.431 13.533 17.847  0.00
H6 14.241 14.195 18.862  0.00
C3 15.630 19.701 18.866  0.00
N3 16.485 19.865 20.074  0.00
O5 16.000 20.459 20.986  0.00
O6 17.605 19.376 19.962  0.00
H7 15.236 20.698 18.667  0.00
H8 15.041 18.791 18.982  0.00
H9 16.336 19.528 18.054  0.00
C4 20.745 21.030 18.549  0.00
N4 21.703 20.565 19.569  0.00
O7 22.657 21.295 19.707  0.00
O8 21.457 19.569 20.302  0.00
H10 19.974 20.293 18.773  0.00
H11 21.087 20.951 17.517  0.00
H12 20.426 22.070 18.611  0.00
C5 12.274 17.261 17.970  0.00
N5 11.292 16.177 17.811  0.00
O9 10.115 16.419 17.686  0.00
O10 11.865 15.097 17.705  0.00
H13 11.675 18.151 18.167  0.00
H14 12.807 17.506 17.051  0.00
H15 12.946 17.049 18.801  0.00
C6 17.208 22.018 14.800  0.00
N6 17.842 22.084 16.188  0.00
O11 17.172 21.637 17.107  0.00
O12 18.925 22.526 16.353  0.00
H16 17.065 23.007 14.364  0.00
H17 16.176 21.670 14.854  0.00
H18 17.761 21.319 14.172  0.00
C7 19.091 16.546 19.621  0.00
N7 19.794 15.207 19.550  0.00
O13 20.697 15.011 18.773  0.00
O14 19.353 14.358 20.344  0.00
H19 19.932 17.228 19.749  0.00
H20 18.527 16.503 20.553  0.00
H21 18.552 16.917 18.749  0.00
C8 14.255 24.492 15.827  0.00
N8 13.941 23.846 17.156  0.00
O15 13.770 24.679 18.033  0.00
O16 14.160 22.655 17.333  0.00
H22 14.571 23.590 15.302  0.00
H23 15.125 25.143 15.914  0.00
H24 13.387 24.891 15.303  0.00
C9 15.743 23.350 20.809  0.04
N9 16.192 24.768 20.518  -0.01
O17 16.222 25.540 21.503  0.94
O18 16.734 25.063 19.428  0.00
H25 16.550 22.653 20.581  0.01
H26 14.955 23.134 20.088  0.01
H27 15.413 23.290 21.846  0.01

Its orbital gap (alpha / beta) is 4.88 / 1.82 eV. As for the spin multiplicity: 2. The net charge is +1. The value obtained for the LUMO energy (alpha / beta) is -7.497 / -10.553 eV. The highest occupied orbital energy (alpha / beta) is -12.38 / -12.38 eV.

A cluster of 9 separate species, H18O9 in total, computed with ωB97M-V/def2-TZVPD.

Last column: natural (NBO) charge in e.
CARTESIAN COORDINATES (ANGSTROEM)
H1 -0.042 -0.699 -1.062  0.44
H2 0.214 0.539 -0.218  0.47
H3 -0.717 -3.010 -2.728  0.46
H4 -1.981 -2.714 -3.518  0.46
H5 1.155 -0.063 -2.232  0.47
H6 1.187 1.428 -2.527  0.43
H7 4.621 2.750 0.377  0.47
H8 3.529 2.694 1.433  0.47
H9 2.741 -3.895 0.425  0.46
H10 2.802 -3.513 1.895  0.46
H11 -0.614 -1.312 0.547  0.48
H12 -1.127 -2.137 -0.622  0.43
H13 -1.954 4.185 -1.983  0.47
H14 -2.904 3.461 -1.043  0.46
H15 -1.216 0.552 3.958  0.46
H16 -1.970 1.716 4.579  0.47
H17 -1.180 0.220 1.461  0.47
H18 -2.586 0.322 0.892  0.50
O1 0.664 -0.210 -0.625  -0.89
O2 -1.481 -3.440 -3.128  -0.93
O3 1.504 0.771 -1.896  -0.92
O4 4.419 3.029 1.277  -0.94
O5 2.302 -3.350 1.088  -0.93
O6 -0.696 -2.220 0.236  -0.93
O7 -2.856 4.211 -1.646  -0.93
O8 -2.078 0.796 4.314  -0.93
O9 -1.736 -0.110 0.747  -0.95

Its orbital gap is 7.97 eV. The net charge is 0. The value obtained for the LUMO energy is -0.500 eV. The highest occupied orbital energy is -8.47 eV.

Here are the calculated energy relative to the best compared isomer or geometry (same formula, charge and spin) numbers, same order: 4.299, 5.261, 0.000, 5.401, 0.000, 0.136, 0.983, 7.198 (eV).